No. 1
Formula: C6H16
Source: the Open Molecules 2025 dataset
Level of theory: ωB97M-V/def2-TZVPD

Properties
- E_HOMO (alpha / beta) (eV) = 1.52 / -7.68
- ΔE to the lowest compared entry with this formula, charge and spin (kJ/mol) = 2.7
- 2S+1 = 2
- frontier orbital gap (alpha / beta) (eV) = 2.578 / 11.771
- DFT total energy (a.u.) = -238.1327
- net charge = -1

Each line ends with the Löwdin spin population.
Atoms and positions in Å:
1 C -1.86077 -0.48138 0.81023  0.061
2 C -2.37937 0.45140 -0.27136  0.106
3 C -1.91823 0.10557 2.20630  0.194
4 H -2.35843 -1.45577 0.75377  0.012
5 H -0.80162 -0.67382 0.66214  0.010
6 H -1.69010 1.27116 -0.46673  0.036
7 H -2.92672 0.34989 2.57249  0.027
8 H -1.46878 -0.49825 2.99824  0.040
9 H -1.38813 1.05754 2.23222  0.050
10 H -2.51520 -0.08477 -1.21531  0.015
11 H -3.33500 0.91384 -0.00757  0.019
12 C 2.11909 -0.18886 -0.40051  0.100
13 C 1.26200 -0.97311 -1.37603  0.064
14 C 2.83699 1.03205 -0.90123  0.113
15 H 1.53192 0.02062 0.49468  0.035
16 H 2.82716 -0.88871 0.03846  0.023
17 H 0.31317 -0.49897 -1.60808  0.009
18 H 2.22850 1.70186 -1.51104  0.021
19 H 1.00379 -1.96889 -0.98019  0.018
20 H 1.75367 -1.14047 -2.34605  0.009
21 H 3.25844 1.63302 -0.09609  0.030
22 H 3.65638 0.77330 -1.58846  0.010

Atoms 1-6, force components in eV/Å:
C 0.140 -0.146 0.387
C -0.191 0.038 -0.184
C -0.561 0.569 0.667
H -0.046 0.118 0.084
H 0.159 -0.173 -0.427
H 0.187 0.075 0.072

=====

No. 2
Formula: C6H16
Source: the Open Molecules 2025 dataset
Level of theory: ωB97M-V/def2-TZVPD

Properties
- E_HOMO (eV) = -11.15
- ΔE to the lowest compared entry with this formula, charge and spin (kJ/mol) = 16.5
- 2S+1 = 1
- frontier orbital gap (eV) = 12.234
- DFT total energy (a.u.) = -238.1902
- SMILES = CC(C)C.CC
- net charge = 0

Each line ends with the Mulliken charge.
Atoms and positions in Å:
1 C -2.18853 -1.56796 -0.08602  -1.572
2 C -0.75437 -1.06515 0.12069  0.987
3 C -0.37902 -1.16441 1.60714  -1.428
4 C 0.27996 -1.76579 -0.73394  -1.358
5 H -2.26667 -2.61539 0.19878  0.349
6 H -2.49479 -1.44801 -1.12066  0.395
7 H -2.84259 -0.97003 0.53989  0.382
8 H -0.81236 0.02086 -0.05335  0.095
9 H -0.42015 -2.19918 1.94322  0.421
10 H 0.61495 -0.74289 1.78297  0.334
11 H -1.08074 -0.62530 2.25348  0.362
12 H -0.07548 -1.94504 -1.74488  0.369
13 H 1.22902 -1.23674 -0.78062  0.319
14 H 0.44698 -2.74640 -0.28992  0.352
15 C 1.31495 2.24745 0.25084  -0.459
16 C 1.40469 2.80619 -1.16431  -0.882
17 H 2.19049 2.47212 0.86101  0.365
18 H 0.43055 2.57236 0.79987  0.280
19 H 1.19745 1.16460 0.22731  -0.154
20 H 0.96492 3.79797 -1.22731  0.294
21 H 2.42909 2.81136 -1.52752  0.277
22 H 0.81165 2.19940 -1.85668  0.272

Atoms 1-6, force components in eV/Å:
C 0.681 0.067 0.031
C -0.581 0.824 0.859
C -0.165 0.103 -0.004
C -0.286 -0.221 0.014
H -0.142 -0.146 -0.005
H -0.096 -0.070 -0.163

=====

No. 3
Formula: C6H16
Source: the Open Molecules 2025 dataset
Level of theory: ωB97M-V/def2-TZVPD

Properties
- E_HOMO (eV) = -10.93
- ΔE to the lowest compared entry with this formula, charge and spin (kJ/mol) = 132.6
- 2S+1 = 1
- frontier orbital gap (eV) = 11.967
- DFT total energy (a.u.) = -238.1460
- SMILES = CC(C)C.CC
- net charge = 0

Each line ends with the Mulliken charge.
Atoms and positions in Å:
1 C -1.88133 -0.13403 2.59385  -1.296
2 C -1.97375 0.00540 1.06995  0.931
3 C -1.34149 1.32986 0.56669  -1.354
4 C -1.42221 -1.22396 0.33205  -1.284
5 H -1.13793 -0.88782 2.84331  0.311
6 H -2.82392 -0.35572 3.08476  0.280
7 H -1.33052 0.69538 3.06277  0.341
8 H -3.01151 0.11956 0.76566  0.207
9 H -1.40307 2.02708 1.39486  0.367
10 H -0.39582 1.24507 0.03915  0.220
11 H -1.88154 1.71576 -0.31626  0.340
12 H -0.85686 -1.87025 1.00217  0.313
13 H -2.24395 -1.84816 -0.02920  0.296
14 H -0.85763 -0.94136 -0.55168  0.320
15 C 3.19798 -0.43322 -1.54363  -0.858
16 C 2.44746 0.47955 -2.53976  -0.651
17 H 4.21888 -0.19523 -1.23778  0.313
18 H 2.81313 -0.31504 -0.50755  0.233
19 H 3.07849 -1.47594 -1.79026  0.287
20 H 3.02311 1.32992 -2.86761  0.315
21 H 1.60038 1.02434 -2.11206  0.135
22 H 2.18209 -0.29120 -3.25944  0.232

Atoms 1-6, force components in eV/Å:
C 1.280 0.077 0.096
C 0.227 0.525 -0.593
C -0.728 -0.309 -0.955
C -0.727 -0.273 -0.033
H -0.342 -0.763 -0.022
H 0.051 0.106 0.125

=====

No. 4
Formula: C6H16
Source: the Open Molecules 2025 dataset
Level of theory: ωB97M-V/def2-TZVPD

Properties
- E_HOMO (eV) = -11.00
- ΔE to the lowest compared entry with this formula, charge and spin (kJ/mol) = 109.9
- 2S+1 = 1
- frontier orbital gap (eV) = 12.145
- DFT total energy (a.u.) = -238.1547
- SMILES = CCC.CCC
- net charge = 0

Each line ends with the Mulliken charge.
Atoms and positions in Å:
1 C -2.13165 0.83861 0.40073  -1.005
2 C -2.11205 -0.36440 1.38488  -0.234
3 C -0.69431 -0.42000 1.98272  -0.894
4 H -1.19351 1.06308 -0.10926  0.127
5 H -2.85666 0.70154 -0.40996  0.323
6 H -2.50257 1.77260 0.84150  0.355
7 H -2.31224 -1.24330 0.79989  0.286
8 H -2.78566 -0.21884 2.25891  0.276
9 H -0.41183 -0.35312 3.04412  0.383
10 H -0.07629 0.42553 1.58152  0.135
11 H -0.16627 -1.32611 1.70801  0.258
12 C 1.77117 1.18497 -1.19884  -1.045
13 C 2.14666 -0.30861 -1.20542  -0.290
14 C 0.85362 -1.17160 -1.29376  -0.982
15 H 2.76590 1.67629 -1.29404  0.322
16 H 1.47957 1.55293 -0.22765  0.242
17 H 0.97696 1.55441 -1.87019  0.293
18 H 2.83255 -0.49644 -2.00590  0.354
19 H 2.59767 -0.66245 -0.28644  0.296
20 H 0.53815 -1.04821 -2.34037  0.387
21 H 1.21314 -2.19588 -1.18180  0.338
22 H 0.06765 -0.96103 -0.57864  0.075

Atoms 1-6, force components in eV/Å:
C -1.483 0.368 -0.306
C 1.010 1.779 0.893
C 2.063 0.479 -0.201
H 0.146 -0.293 0.329
H 0.002 -0.337 0.045
H 0.424 -0.152 0.347

=====

No. 5
Formula: C6H16
Source: the Open Molecules 2025 dataset
Level of theory: ωB97M-V/def2-TZVPD

Properties
- E_HOMO (eV) = -11.25
- ΔE to the lowest compared entry with this formula, charge and spin (kJ/mol) = 57.2
- 2S+1 = 1
- frontier orbital gap (eV) = 12.435
- DFT total energy (a.u.) = -238.1747
- SMILES = CCC.CCC
- net charge = 0

Each line ends with the Mulliken charge.
Atoms and positions in Å:
1 C 0.89034 -1.09092 -1.53212  -0.580
2 C 2.09430 -0.35109 -0.94702  -0.322
3 C 2.31215 -0.85635 0.50716  -1.008
4 H -0.02728 -0.86218 -1.01375  -0.248
5 H 1.10895 -2.15327 -1.67600  0.352
6 H 0.81215 -0.86321 -2.60849  0.347
7 H 3.00852 -0.50575 -1.52444  0.321
8 H 1.96776 0.72354 -0.91413  0.284
9 H 2.73814 -1.85717 0.48710  0.365
10 H 2.86454 -0.16558 1.13207  0.306
11 H 1.32654 -1.02261 0.94848  0.187
12 C -2.49533 -0.15484 0.12817  -0.916
13 C -1.60438 0.54019 1.15721  -0.048
14 C -1.16949 1.93108 0.73163  -1.222
15 H -3.19887 -0.84364 0.59775  0.299
16 H -1.77110 -0.67526 -0.49171  0.145
17 H -3.11521 0.43357 -0.55029  0.297
18 H -2.14631 0.69576 2.09936  0.326
19 H -0.78634 -0.12979 1.40540  0.111
20 H -2.00493 2.63807 0.73413  0.375
21 H -0.45069 2.35937 1.43236  0.332
22 H -0.76446 2.02618 -0.28084  0.295

Atoms 1-6, force components in eV/Å:
C 1.326 0.187 -1.963
C 0.165 -0.625 1.165
C -0.704 -0.151 -0.776
H -0.086 -0.256 0.049
H -0.237 -0.192 1.019
H -0.467 0.638 0.311

=====

No. 6
Formula: C6H16
Source: the Open Molecules 2025 dataset
Level of theory: ωB97M-V/def2-TZVPD

Properties
- E_HOMO (eV) = -10.89
- ΔE to the lowest compared entry with this formula, charge and spin (kJ/mol) = 134.2
- 2S+1 = 1
- frontier orbital gap (eV) = 11.998
- DFT total energy (a.u.) = -238.1454
- SMILES = CCC.CCC
- net charge = 0

Each line ends with the Mulliken charge.
Atoms and positions in Å:
1 C -1.24193 2.43736 0.07176  -1.272
2 C -1.15713 1.06993 -0.67167  0.625
3 C -2.49627 0.25654 -0.47165  -1.190
4 H -2.20540 2.91099 0.03089  0.377
5 H -0.87844 2.30446 1.11461  0.337
6 H -0.60419 3.10259 -0.52714  0.318
7 H -0.38578 0.55407 -0.12682  -0.497
8 H -1.05758 1.10243 -1.80308  0.328
9 H -2.13362 -0.77277 -0.31522  0.308
10 H -3.10723 0.32604 -1.36133  0.334
11 H -3.00887 0.54649 0.44498  0.320
12 C 2.22660 -1.23412 -0.78618  -1.178
13 C 2.04129 -0.91772 0.71355  -0.158
14 C 0.73130 -1.58182 1.18202  -0.885
15 H 1.38273 -1.47935 -1.40449  0.300
16 H 2.74481 -2.18609 -1.06479  0.368
17 H 2.93742 -0.48332 -1.13711  0.340
18 H 2.85502 -1.08168 1.40637  0.384
19 H 1.84007 0.15780 0.53578  0.142
20 H -0.03129 -1.54631 0.43268  0.055
21 H 0.88075 -2.61943 1.48722  0.377
22 H 0.29548 -0.98454 2.03770  0.264

Atoms 1-6, force components in eV/Å:
C 1.214 -0.340 -1.300
C -2.452 0.343 0.067
C 1.999 -0.420 0.422
H -0.659 -0.082 0.208
H -0.320 0.382 -0.739
H 0.256 0.212 0.786